Computed, not measured: a cluster of 2 separate species, C6H16N2O in total at a distorted geometry, with ωB97M-V/def2-TZVPD.

Geometry as XYZ:
```
25
Properties=species:S:1:pos:R:3:forces:R:3
C -0.29273 0.31648 0.21471 1.3 -0.2 -0.6
C -0.10985 -0.68958 -0.80977 -0.5 0.2 0.3
C 2.24220 -0.60076 0.60936 -0.2 0.0 -0.1
C 1.93701 1.04127 -1.16291 -0.2 -0.1 0.1
C -0.62584 -0.12831 1.61100 0.1 0.0 0.0
C -0.84807 1.66830 -0.15089 0.1 -0.1 0.0
N 1.29607 0.06974 -0.27811 -0.7 0.2 0.4
N -2.84008 -1.62073 0.05149 0.0 0.0 -0.3
O -2.24450 -0.78466 -0.94937 -0.1 -0.3 0.1
H -3.79174 -1.26875 0.18238 0.1 -0.1 0.0
H -2.97699 -2.54212 -0.37251 0.0 0.1 0.0
H -0.20436 -0.44962 -1.85918 0.0 0.0 0.1
H -0.06289 -1.73217 -0.52497 0.0 0.1 0.0
H 2.65418 0.10172 1.33872 0.0 0.0 0.0
H 1.75952 -1.42025 1.13561 0.0 0.0 0.0
H 3.06532 -1.01990 0.02282 -0.1 0.1 0.0
H 1.21679 1.45302 -1.86456 0.0 0.0 0.0
H 2.37198 1.85998 -0.58349 0.0 0.0 0.0
H 2.72690 0.55340 -1.74210 -0.1 0.0 0.1
H -0.57484 0.70440 2.31498 -0.1 0.0 0.0
H -1.64021 -0.55000 1.54766 0.1 0.2 0.0
H 0.00120 -0.93811 1.97964 0.0 0.0 -0.1
H -1.92044 1.61142 0.03779 0.1 0.0 0.0
H -0.73788 1.90718 -1.20685 0.0 0.0 0.0
H -0.40075 2.45805 0.45851 0.0 0.0 0.0
```
Positions in Å, forces in eV/Å.

Values from the calculation:
- E_LUMO: 0.0208 hartree
- F_max: 1.42 eV/A
- Relative energy (zero: lowest compared OMol25 entry of this formula, charge and spin): 139.4 kcal per mole
- Kohn-Sham gap: 0.2413 hartree
- Total charge: 0
- Highest occupied orbital energy: -6.0 eV

=====

Computed, not measured: a cluster of 2 separate species, C2H5NO2 in total at a distorted geometry, with ωB97M-V/def2-TZVPD.

Geometry as XYZ:
```
10
Properties=species:S:1:pos:R:3:forces:R:3
C 0.72969 0.55334 -0.82087 -0.6 0.2 -0.9
C 1.00103 -0.33957 0.13818 0.9 1.3 -0.4
O 1.82948 -1.38712 -0.18088 -1.3 0.7 -1.6
H 0.92783 0.43395 -1.96992 -0.1 0.2 2.6
H 0.15996 1.42560 -0.44646 0.3 -0.6 -0.8
H 0.67806 -0.07196 1.18441 0.6 -0.9 -1.0
H 2.23684 -1.85276 0.50492 0.5 -0.8 2.0
N -2.15501 0.43114 0.28118 -0.4 0.5 -0.1
O -3.00660 1.24450 0.50497 0.1 0.0 0.0
H -2.40129 -0.43713 0.80448 0.0 -0.5 0.2
```
Positions in Å, forces in eV/Å.

Values from the calculation:
- E_LUMO: -0.0106 hartree
- F_max: 2.63 eV/A
- Relative energy (zero: lowest compared OMol25 entry of this formula, charge and spin): 115.1 kcal per mole
- Kohn-Sham gap: 0.3109 hartree
- Total charge: 0
- Highest occupied orbital energy: -8.7 eV
- Structure (SMILES): C=CO.N=O

=====

Computed, not measured: a structure of composition C5H8O, with ωB97M-V/def2-TZVPD.

Geometry as XYZ:
```
14
Properties=species:S:1:pos:R:3:forces:R:3
C 1.66798 0.20591 0.78343 0.0 0.4 0.1
C 0.92836 0.94005 -0.04055 0.2 0.0 0.2
C -1.20142 0.29864 -1.12202 -0.1 -0.1 0.0
C -1.63898 -0.55272 -0.19653 -0.4 0.0 -0.1
O -1.15509 0.07559 0.93497 0.0 -0.1 0.0
C -0.56071 1.05626 0.02237 0.3 0.2 -0.1
H 1.23420 -0.26999 1.65673 0.0 0.0 -0.2
H 2.73651 0.08730 0.63211 -0.1 0.1 0.0
H 0.74217 -1.90352 0.20433 0.0 -0.2 0.0
H 1.38229 1.44288 -0.89387 0.0 0.0 0.1
H -1.15024 0.36617 -2.19770 -0.1 0.0 0.2
H 0.14529 -2.32626 0.08354 0.1 -0.2 0.0
H -2.19293 -1.48363 -0.12409 0.1 0.2 0.0
H -0.93742 2.06334 0.25727 0.1 -0.3 -0.1
```
Positions in Å, forces in eV/Å.

Values from the calculation:
- E_LUMO: 0.0435 hartree
- F_max: 0.39 eV/A
- Relative energy (zero: lowest compared OMol25 entry of this formula, charge and spin): 89.0 kcal per mole
- Kohn-Sham gap: 0.3733 hartree
- Total charge: 0
- Highest occupied orbital energy: -9.0 eV

=====

Computed, not measured: a cluster of 2 separate species, C4H14N2O in total at a distorted geometry, with ωB97M-V/def2-TZVPD.

Geometry as XYZ:
```
21
Properties=species:S:1:pos:R:3:forces:R:3
C 0.44140 -0.66219 -2.30969 0.6 0.5 0.5
N 0.57492 0.48290 -1.41123 0.2 0.4 0.0
C 0.00737 0.55311 -0.06439 -2.2 -1.9 -1.4
C -1.50686 0.07408 -0.21850 0.5 2.1 0.4
C 0.80698 -0.36476 0.91830 1.2 2.3 -0.5
N 2.26289 -0.12074 0.71471 -0.8 -1.2 1.2
H -0.43864 -1.29285 -2.12805 0.3 0.2 0.1
H 0.37685 -0.31752 -3.34855 0.1 -0.1 0.2
H 1.37492 -1.22325 -2.17856 -0.4 -0.6 -0.4
H 0.68824 1.37534 -1.85173 -0.2 -0.1 -0.2
H -0.05986 1.64135 0.11282 0.5 -0.6 0.8
H -2.18873 0.33419 0.58942 0.4 -0.3 0.4
H -1.61877 -0.97395 -0.43419 0.0 -0.3 -0.3
H -1.84061 0.75843 -1.00666 -0.3 -0.8 -0.4
H 0.67440 0.01261 1.92970 -0.6 -0.4 0.2
H 0.50173 -1.41397 0.86441 0.2 0.2 -0.2
H 2.38050 0.87959 0.78722 0.4 -0.1 -0.5
H 2.60458 -0.52712 -0.14181 0.0 0.6 -0.2
O -2.01549 0.26217 2.79654 0.9 0.1 1.0
H -1.80842 -0.29627 3.56206 -0.5 -0.1 -0.2
H -1.21739 0.81885 2.81818 -0.5 0.0 -0.4
```
Positions in Å, forces in eV/Å.

Values from the calculation:
- E_LUMO: 0.0271 hartree
- F_max: 3.22 eV/A
- Relative energy (zero: lowest compared OMol25 entry of this formula, charge and spin): 50.2 kcal per mole
- Kohn-Sham gap: 0.3259 hartree
- Total charge: 0
- Highest occupied orbital energy: -8.1 eV
- Structure (SMILES): CN[C@@H](C)CN.O

=====

Computed, not measured: a structure of composition C5H16NO at a distorted geometry, with ωB97M-V/def2-TZVPD.

Geometry as XYZ:
```
23
Properties=species:S:1:pos:R:3:forces:R:3
O 1.28345 3.63581 0.41892 -2.4 8.2 5.5
C 1.87273 4.91682 0.35349 1.0 1.3 -0.5
C -1.48794 2.10249 2.42907 -0.1 0.0 0.1
C 0.24076 3.59800 1.37955 -1.2 -0.1 1.0
C -0.35490 2.20510 1.40851 0.1 -0.3 -0.2
H 2.67131 4.88164 -0.40654 -0.3 0.0 0.3
H 1.13964 5.68621 0.05818 0.2 -0.4 0.1
H 2.31881 5.20818 1.31927 -0.2 -0.3 -0.3
H -1.11469 2.33496 3.44063 -0.2 -0.1 -0.4
H -1.90750 1.08242 2.43470 0.2 0.5 0.0
H -2.29387 2.81301 2.17954 0.3 -0.3 0.2
H -0.53607 4.34209 1.11816 0.4 -0.3 0.0
H 0.64067 3.86505 2.37664 0.0 -0.1 -0.5
H 0.44922 1.48476 1.65338 -0.4 0.2 0.0
H -0.72752 1.96181 0.39490 0.0 0.0 0.4
C 2.98320 1.33297 0.08177 0.3 -0.4 -0.1
N 1.82079 1.94724 -0.63351 2.2 -7.0 -4.6
H 3.31222 0.41719 -0.43756 -0.1 0.4 0.3
H 2.70149 1.06948 1.11513 0.0 0.2 -0.5
H 3.82869 2.04043 0.11713 -0.5 -0.2 -0.1
H 2.08155 2.19750 -1.60869 -0.2 -0.6 0.7
H 1.02073 1.28374 -0.66946 0.9 0.4 -0.2
H 1.50679 2.81138 -0.14744 0.3 -1.2 -1.2
```
Positions in Å, forces in eV/Å.

Values from the calculation:
- E_LUMO: -0.1046 hartree
- F_max: 10.17 eV/A
- Relative energy (zero: lowest compared OMol25 entry of this formula, charge and spin): 67.5 kcal per mole
- Kohn-Sham gap: 0.4654 hartree
- Total charge: +1
- Highest occupied orbital energy: -15.5 eV